Formula: H80O40
Source: OMol25
Level of theory: the ωB97M-V functional and the def2-TZVPD basis

Atoms and positions in Å:
O 5.0116 -1.5734 3.8360
O -3.5315 0.9109 -1.0104
H -2.7533 -2.9377 -2.9284
H -4.7728 4.3373 -0.7348
O -0.7181 -1.8297 -4.8641
O -2.9706 3.6060 -2.2363
H 1.3702 -4.3430 -3.5446
O 1.1213 -4.0744 -2.6431
H -0.3643 -3.8297 2.8598
H 2.8153 -2.3394 1.9604
H 0.1499 3.6059 -3.4256
H -2.8796 -3.5348 -0.3538
O -0.0358 1.1888 -1.9240
O -1.3309 1.7280 5.7463
O -0.9241 6.0332 -0.5544
O 4.0953 -5.2626 -0.1799
H -2.0139 1.1248 5.9266
O 1.8554 -4.8716 3.4129
H 1.3692 0.9163 2.9435
O 0.5592 5.1377 -4.5964
H 1.9454 -0.7313 -2.0392
O 1.3270 -0.7678 6.4699
H 6.0263 -0.4884 0.3373
O -5.3289 -0.4529 3.3927
H 1.6135 -4.6450 -2.0443
O 3.2116 -1.2178 -4.9671
H -1.1429 -2.7729 -4.7539
O -0.1115 -4.2253 1.9855
H -1.1455 -0.3702 -1.4631
H 3.2090 -0.6577 0.3733
O -1.3270 -0.8540 3.2696
H 0.6684 -3.6107 -0.3328
O 1.4948 -0.9537 -2.7948
H 1.2264 4.4893 -4.5220
H 2.6467 -1.4742 -5.6839
H 2.5461 -0.9614 -4.1116
H 4.3665 -4.4109 -0.6705
O -1.3969 -1.2485 -1.5408
H -3.7078 0.4000 -1.9252
H -0.5475 -1.4958 -1.3080
H -0.8848 -3.9539 1.5051
H 1.0112 -1.6981 6.6324
H -4.0637 0.3506 -5.0797
H 2.1734 5.5587 -0.9383
H -0.1459 0.3530 -2.4486
H -4.6341 2.8566 0.0708
H -2.9820 1.6799 -1.0964
H -0.4948 4.2873 2.0781
H -2.6010 1.2874 2.2228
O 1.6439 0.3576 3.6218
H 2.7873 4.8810 0.3190
H -0.4974 2.2385 2.3034
H -4.3869 3.2001 3.4026
H 5.8668 -1.5420 3.4343
H -2.6904 0.4512 1.0367
H 2.7341 -3.5085 -4.1353
H -5.6509 -1.2467 -2.1481
H -1.6669 -1.3972 -4.8352
H 3.1636 -0.6417 3.0447
O -1.0839 1.4706 0.5190
O 2.3916 4.5892 -0.5766
H -5.2421 0.5424 -3.8652
O 2.1032 -2.7073 1.2933
H 4.9988 -1.1515 4.6507
H 2.1831 -4.3467 2.6508
O -2.6628 -3.3913 0.5443
H 1.4008 -2.8655 2.0760
H 0.8602 1.1138 -1.6206
H -1.6133 -0.0298 2.9566
H 0.3384 -0.3950 6.5795
O 3.8269 1.6074 -1.0248
H 3.5329 -4.9103 0.4427
H -4.5962 -0.1480 2.9414
H -1.2077 5.0439 -0.6338
O -3.9382 4.1293 3.3714
H 1.8422 -5.6669 2.9113
H -0.6029 2.3527 -3.0048
H 3.7187 2.0661 -1.9091
H -6.0358 -2.6406 -1.5010
O 0.3891 -0.7242 0.2860
H 4.6976 1.4382 -1.0051
H -2.1962 3.9397 -1.8475
O -2.8628 0.4322 2.0019
H -4.4519 4.2962 2.5377
H -1.2849 -3.5095 -2.7991
O -0.8203 2.8260 2.9786
H 1.4299 0.4386 4.4812
H 1.4414 3.0753 1.2216
H 1.8857 1.4976 0.8668
H -2.6988 -2.4374 0.7480
H -1.7154 6.4995 -0.8856
O -4.5355 3.7974 0.0977
O -2.1244 -3.6141 -3.3657
O 1.3127 2.0178 1.4964
H -3.0696 4.1483 -3.0783
H -2.2010 -1.2891 3.5370
O 3.7132 -0.7853 2.1919
H -1.4744 2.4201 5.0523
H -0.6065 2.4520 3.8871
O 6.2062 -0.3657 -0.4678
H -0.2791 0.8961 0.4661
H 5.8332 -1.0454 -0.9814
O 3.5595 -3.4190 -3.7146
H -0.3260 5.1022 0.7093
O -0.5632 3.0037 -3.6323
H -5.2672 -1.2836 3.8191
H -0.3634 -0.9487 0.9784
O -0.0644 -3.1048 -0.9353
H 4.4498 -0.0944 2.2973
H 3.6329 -2.4683 -3.6210
H 1.0933 -1.3451 0.6345
H 0.0215 4.5487 -5.2090
H -1.0100 -3.4740 -0.8172
O 3.5721 -0.8943 -0.4780
H 1.1478 -1.8985 -2.5806
O -5.7875 -2.2001 -2.3411
O 0.1015 4.5955 1.3191
O -4.2329 0.0826 -3.9888
H -0.9827 1.8173 -0.2397
H 3.9094 -0.1432 -0.7723

Computed properties:
HOMO energy: -0.368 Ha
Energy above the lowest of the compared OMol25 structures with the same formula, charge and spin: 1581.0 kJ/mol

***

Formula: FH12O6
Source: OMol25
Level of theory: the ωB97M-V functional and the def2-TZVPD basis

Atoms and positions in Å:
H -1.4475 -0.6282 0.3250
H 1.8465 1.9366 -1.7278
H 1.7926 -0.1113 0.6269
H 0.8716 0.7993 -1.4317
H 0.7681 1.7838 2.6637
H 2.6301 -1.3880 0.4459
H 0.5063 -1.5056 -0.1098
H -0.2466 -2.7019 -0.6853
O -2.2563 -1.1968 0.3757
H -2.2432 -1.5575 1.2669
H -0.2102 1.6187 1.5064
F 0.0303 0.2479 0.1856
H -1.4088 0.8463 -1.1243
O -0.1365 1.9858 2.4079
O -2.1302 0.8800 -1.7791
O 0.5881 -2.4687 -0.2671
H -2.9116 0.6285 -1.2760
O 1.2636 1.3111 -2.1664
O 2.6937 -0.4802 0.7635

Computed properties:
Total charge: -1
HOMO energy: -0.272 Ha
Energy above the lowest of the compared OMol25 structures with the same formula, charge and spin: 0.0 kJ/mol

***

Formula: C37H33ClF6N6O4PSeY
Source: OMol25
Level of theory: the ωB97M-V functional and the def2-TZVPD basis

Atoms and positions in Å:
C -2.8589 -5.8179 1.8062
Se 3.5157 -0.4268 1.8584
H 4.5061 2.2959 -3.0819
H 3.6303 1.9885 3.2701
C 4.3663 2.9335 -2.2192
H 4.3494 3.5591 2.8548
H 2.0079 0.7910 5.4946
Y 0.5500 -0.4214 1.3345
H 3.8559 5.2405 0.9254
P 1.0902 -0.9516 -1.8684
C 3.9973 4.6064 0.0608
C 0.7581 -5.7774 -2.1688
F 1.9853 -1.8395 -0.8455
C -4.9156 7.8593 -0.5970
H 0.3144 2.4582 -0.3707
H 1.6509 -7.5503 -4.9345
O 0.7079 -2.6972 1.6181
N 3.7591 2.3812 1.2465
C -1.5264 3.5236 -0.1379
H -4.2377 2.1991 1.3591
C -7.0603 7.5815 0.5197
N 4.0575 1.1064 -0.4853
N 0.7800 -4.7699 0.0710
C 2.9406 -6.3373 -3.0334
H -4.2189 8.4535 -1.1740
C -0.7002 2.4267 0.0065
N -3.5023 5.7658 -0.3492
C -4.6154 6.5644 -0.1803
F 2.3925 -0.5238 -2.6690
N -1.0863 1.2987 0.6060
C -6.1514 8.3490 -0.2327
H -8.0171 8.0124 0.7825
C 1.5489 -6.3619 -3.1527
C -2.8256 3.4629 0.3564
C -2.3449 -4.5378 1.9710
F 0.1614 -0.0087 -2.7236
O -1.3030 -1.8426 1.7765
C -0.7097 -5.5804 -2.4188
H 4.2556 6.2087 -1.3220
H -2.8824 -3.7898 2.5375
C -0.9407 -6.4364 0.4918
H 0.0821 -7.6077 -4.1267
C 1.0387 1.1771 5.1818
H 4.5699 4.7695 -3.2840
C 2.8338 -5.1249 -0.9848
H 3.2942 -4.6357 -0.1349
C -1.1223 -4.2009 1.4215
H -2.6305 0.3123 1.5547
H 0.5469 -6.1821 -5.0468
C 3.5842 -5.6901 -1.9752
H -1.2852 -6.4988 -2.2851
C 0.7662 0.6482 3.7932
C 4.1458 2.4076 -0.9549
F 0.7910 -2.2190 -2.7631
O 0.5929 -0.5929 3.6888
Cl 1.0661 2.9437 5.3117
O 0.7463 1.3975 2.7748
C 3.5634 2.8469 2.6082
C -3.7708 4.5807 0.2847
H -3.8059 -6.0825 2.2564
C -6.7558 6.3018 0.9259
H -0.3706 -7.1757 -0.0560
H 4.0464 0.2667 -1.0430
C -2.1479 -6.7663 1.0798
H -2.6876 5.9937 -0.8890
C 0.9229 -6.9617 -4.3803
C -5.5081 5.7869 0.5656
C -3.2345 2.2813 0.9672
H -6.4315 9.3504 -0.5316
C 3.9633 3.2223 0.1565
N -4.9496 4.5520 0.8394
F -0.1996 -1.2997 -0.8668
C -0.5599 -2.8370 1.6330
C 1.4173 -5.2402 -1.0240
F 1.3607 0.3483 -0.7936
C -2.3398 1.2400 1.0753
H -0.8508 -5.2613 -3.4510
H 4.6636 -5.6454 -1.9369
C 4.2184 5.1347 -1.1990
C 4.3982 4.3134 -2.3183
H 1.2436 -4.0282 0.6187
C 3.7903 1.1024 0.8340
H 0.2868 0.7881 5.8621
H -7.4474 5.7065 1.5068
H 2.5828 3.3049 2.7106
C -0.4318 -5.1464 0.6424
H 3.5362 -6.7960 -3.8130
H -1.1385 -4.8177 -1.7740
H -1.1326 4.4082 -0.6191
H -2.5355 -7.7707 0.9753

Computed properties:
Total charge: +1
2S+1: 2
HOMO energy (alpha / beta): -0.377 / -0.377 Ha
Expectation value of S²: 0.791
Energy above the lowest of the compared OMol25 structures with the same formula, charge and spin: 21.3 kJ/mol

***

Formula: C48H52N2O25Si2
Source: OMol25
Level of theory: the ωB97M-V functional and the def2-TZVPD basis

Atoms and positions in Å:
C 3.4176 -9.5968 -8.7418
C 2.4240 -7.9285 -7.3136
C 2.2671 -10.5309 -8.4699
H 3.5180 0.4162 -3.2907
H 0.3014 2.6472 0.6059
C 5.9689 4.3461 3.3721
H 6.3714 6.0798 4.7717
C 6.5861 1.4359 -4.6787
H -1.5957 0.8135 -3.4608
C 7.5984 -4.3849 -7.1380
H -5.6690 -2.2579 4.6539
O 0.3717 -8.3891 -6.1915
H 7.1607 -0.0081 -5.6996
H -4.2962 -4.2026 4.4494
O 2.3919 -6.8325 -6.7841
C 5.5412 3.2978 2.4641
C -7.2576 4.7123 7.1723
N -3.8379 1.7900 4.2669
O 3.8515 2.4399 1.0817
H -4.8707 -3.7342 2.8702
Si -2.5075 2.0160 1.3532
O 5.6173 -6.0133 -9.5917
H 0.6696 -7.4893 -5.9552
C 4.3651 1.0554 -3.4981
C 5.3908 0.5664 -4.3951
H -4.1186 3.2214 0.0370
O 6.9294 -2.5672 -5.8039
C 3.7831 5.5203 3.1386
O -8.4156 7.3416 9.4511
O -6.1450 2.2032 4.4671
C 4.4950 2.2783 -2.9676
H -2.4697 4.0641 2.6865
C -6.4400 2.0246 -0.2147
H -0.6877 1.8903 3.5686
H 0.1815 -5.5705 5.1373
C 6.7107 2.6615 -4.1502
C 0.5806 2.0600 -1.4238
H -7.1891 1.2463 -0.3601
C 5.2662 -3.3598 -7.2622
O 2.2811 4.4614 1.6615
H 4.2993 -7.6934 -8.3878
C -4.6623 -0.9569 3.2846
H -2.0417 3.9233 4.7985
H 4.0405 -10.9796 -9.8033
C 5.8564 -5.2011 -8.7123
C -4.6495 -2.1246 4.2995
C -0.3407 -4.8387 4.5361
O -1.6587 -5.3135 4.3252
C -1.1810 1.1978 -2.5381
C -2.0025 1.2820 -1.4195
O -7.3998 3.5407 6.8935
H -5.6496 -0.5027 3.2481
H -1.3179 2.8833 6.4558
C 4.9097 -4.2232 -8.2286
O 7.4870 0.8881 -5.4787
H -4.7624 0.6971 -0.1809
C -5.2165 1.4360 0.4750
O 7.0617 4.3862 3.9035
O -6.7060 8.6679 7.9710
O -0.5816 2.9039 5.8434
O 5.4664 6.3636 4.5373
H 3.9403 3.7026 -1.9218
C -0.7093 2.9638 3.4074
H -8.6860 4.7747 8.8155
H -0.3614 -3.8835 5.0599
H -1.5292 -4.9915 2.2870
C -4.2095 -3.4349 3.6806
H -3.0254 0.9513 -1.4981
O -2.4538 0.5479 2.1551
H -1.1486 3.9959 1.5645
H 1.6200 2.3601 -1.4222
C 3.3651 4.4837 2.2175
O 5.3695 -0.5178 -4.9490
H -2.3298 -0.3169 4.5034
C -6.0703 6.8317 6.6337
O -6.1078 2.6554 -1.4389
O 5.6889 4.2670 -2.7529
C 4.3188 3.3555 1.9198
C -5.0162 1.9875 4.3815
O 8.0243 -6.1824 -8.5867
C -1.5034 1.8045 -0.2235
H -8.0819 8.2580 9.4037
H 4.8488 -1.9099 -6.0983
C -0.9831 3.6871 4.7205
C -4.2459 2.5443 0.8814
H -3.0847 -5.5300 2.9347
C 5.6728 3.1670 -3.2724
C 5.0050 5.4613 3.6869
H -4.6860 3.1341 1.6843
C 6.6577 -3.3837 -6.6607
H -6.3279 2.0529 -2.1509
C -6.2659 5.5299 6.3779
C -1.6904 3.4104 2.3032
C 1.2162 -10.0914 -7.5699
H 7.5620 3.2969 -4.3478
H -5.5939 0.9142 1.3542
C 1.2850 -8.8705 -7.0225
Si -3.2834 0.2702 3.5466
H 8.5826 -4.4036 -6.6921
H -4.0544 -1.8962 5.1809
H -5.3648 7.4287 6.0731
H 3.9221 -4.2200 -8.6671
C -2.2315 -4.8825 3.1144
C 7.2285 -5.2408 -8.0982
H -4.5007 -1.3606 2.2857
H -5.8483 3.9770 5.3162
O 3.6061 2.8097 -2.1409
C -6.8172 7.4892 7.6892
H 7.5034 -6.6492 -9.2686
C -7.7884 6.6719 8.4926
O 2.2830 -11.6148 -9.0222
N 0.1059 1.5608 -2.5698
C 3.4834 -8.3752 -8.1954
C -0.1677 2.2103 -0.2638
H -2.1359 -2.8766 3.8801
C -7.9902 5.3724 8.2443
O -5.5910 4.9147 5.4168
C -2.7602 -3.4384 3.1933
H 3.0857 6.3167 3.3560
H -2.7070 -3.0369 2.1832
H 2.9486 2.7224 0.8406
H 0.4028 -10.7740 -7.3695
H -6.8745 2.7573 0.4618
H 0.2892 3.2653 3.1006
H 6.2338 2.4949 2.2556
H 0.1757 -4.6819 3.5906
H -0.4555 4.6407 4.7203
O 4.4236 -2.4528 -6.7955
O 4.3418 -10.0840 -9.5563

Computed properties:
HOMO energy: -0.350 Ha

***

Formula: C20H21N2O7PRhS4
Source: OMol25
Level of theory: the ωB97M-V functional and the def2-TZVPD basis

Atoms and positions in Å:
C -0.2847 -2.7184 4.6939
C -2.4163 1.0266 0.1126
O -5.6817 -0.0170 -1.0912
C -1.1543 -2.0372 -1.4684
C -2.4508 -2.4350 3.6658
H -2.1077 -3.4685 5.5189
C -3.7818 1.0492 -0.0790
H 0.6092 -0.7706 -4.5393
C -1.4781 3.8360 -2.0278
C -2.2174 -0.9857 -1.0887
C 0.1132 -0.1782 -5.3034
H -3.5192 -2.6060 3.6891
C -1.6538 -2.9239 4.7015
H -0.9948 3.1635 -1.3224
O -0.2832 1.8790 0.7484
H -0.1425 -0.8276 -6.1439
C 1.0026 0.9325 -5.8324
H -4.3599 1.8574 0.3521
H 0.0357 1.0770 -7.7534
H -2.2557 3.8490 -4.0131
C 1.4953 -0.8066 1.8875
O 1.5090 1.8638 -4.8515
H 0.3363 -3.0992 5.4942
O 0.0522 -1.7250 -1.1296
C -4.3518 0.0179 -0.8271
H -0.5681 2.2213 -6.5379
O -1.5213 -3.0675 -2.0028
C -1.7963 3.1311 -3.3255
C 0.3244 1.7350 -6.9312
C -3.5731 -1.0239 -1.3354
N 0.2008 -0.8462 1.6374
C -0.5235 -1.5241 2.5924
S 1.7750 4.0344 -2.9493
P 0.8704 2.4136 -3.4930
H -2.2406 1.1827 -2.5416
C -1.8998 -1.7348 2.6092
S 2.4478 -0.0107 0.7188
N -1.7089 0.0275 -0.3973
C -1.5582 2.0416 0.8910
H -2.5184 -1.3595 1.8055
H -4.0004 -1.8447 -1.8925
H -3.6612 2.2435 -2.6904
H 1.9171 0.4817 -6.2273
C 0.2748 -2.0191 3.6347
S 1.9503 -1.6105 3.3655
H -0.8021 4.6705 -2.1911
O -0.6306 2.6572 -4.0219
C -2.7232 1.9392 -3.1611
H 0.9964 2.5028 -7.3134
H -6.1074 0.7471 -0.6898
H -0.8104 0.2181 -4.8833
Rh 0.2218 0.1137 -0.1916
O -2.1178 2.8941 1.5550
H -2.4042 4.2071 -1.5819
S 1.1037 0.7789 -2.2637
H -2.9469 1.4949 -4.1313

Computed properties:
Total charge: -1
HOMO energy: -0.180 Ha
Energy above the lowest of the compared OMol25 structures with the same formula, charge and spin: 0.0 kJ/mol

***

Formula: C20H50B2N2O6Zn
Source: OMol25
Level of theory: the ωB97M-V functional and the def2-TZVPD basis

Atoms and positions in Å:
H -5.0630 -6.2139 0.6116
H 1.1481 -1.1949 -2.2187
O -1.1803 2.1511 1.2991
C -0.9840 2.0011 -0.0825
H -3.3697 -7.6235 -1.4580
C -2.5589 1.7071 3.1542
H -2.3348 5.9367 -0.7938
H -4.7361 -6.6167 -1.9081
B 0.8800 4.2753 3.1359
H 2.7996 -1.6505 -2.4641
Zn -1.5669 4.3200 1.9281
H 5.1119 -8.3238 3.5269
H -0.0626 -0.8524 4.3022
C 3.3124 4.3680 -2.8410
O -2.8938 3.0562 2.8503
H -0.3252 1.1430 -0.3003
C 0.4509 -2.0943 1.3065
H 5.6678 4.4731 -1.7872
H 0.4596 3.5371 0.0185
C 2.1126 -0.8226 -2.1936
C 0.8465 -2.7613 2.5613
H 0.2509 -11.9568 4.8319
H -1.6579 1.6710 3.7723
H -1.2246 -0.9120 2.9037
H 1.7290 -2.3317 3.0212
H -3.5976 -7.2577 0.9652
N -0.1255 -1.6845 0.4025
O 2.2183 0.0877 -3.2374
H -1.7108 -1.4610 4.5618
H -2.0916 -5.7256 -0.5553
C -2.9667 -5.5048 -1.2159
H 5.8064 1.3507 -8.4165
H 3.3960 1.4895 -2.1893
H -3.9362 3.4239 4.6903
H -0.9840 -6.8183 -4.9659
C -2.0105 5.0096 -1.2179
H 4.3189 0.1939 -3.1531
H -2.5348 -5.2030 -2.1508
O 2.5559 2.7656 -4.4088
H 1.6554 3.0713 -2.5186
H -3.2451 1.0044 3.5931
H -2.9152 4.4413 -1.3619
C -3.6140 -4.2449 -0.6525
H 4.4305 2.1143 -4.3915
H 3.8239 -8.9620 1.1529
O -1.2734 4.3691 -0.1991
H 1.1412 -3.7704 2.2759
H -0.1470 -3.2836 4.3882
H -1.9092 1.8331 -0.6242
C -3.8813 3.7721 3.6946
C -3.9412 -6.6826 -1.1654
C -0.4163 3.3279 -0.5404
H -4.8306 3.5921 3.2557
N -4.1965 -3.3056 -0.3873
C 3.4016 0.8558 -3.0840
H -1.9057 0.2380 1.7617
C -0.9235 -1.3626 3.7999
H 5.7324 0.8277 -4.8611
H 3.2708 1.0563 -5.1246
H -0.2543 3.3197 -1.6608
H -3.8128 -4.1914 6.8660
C 4.8018 4.4972 -1.1306
C -0.4146 -2.7579 3.4754
H -1.1879 -3.3418 3.0366
H 3.0823 5.4049 -2.6959
C -4.4503 -7.0114 0.2209
H 7.5028 0.6973 2.9051
B -1.8196 6.4581 2.3139
O 3.6781 3.7900 -1.5838
H -3.6245 4.8555 3.6304
H 1.4542 4.2244 -3.9524
H 2.5691 -0.4345 -1.3018
H 4.4202 5.5704 -1.0657
H -5.1253 -7.8575 0.3096
C -2.2106 1.2965 1.7470
H -1.4368 5.1893 -2.1464
C 3.3919 1.7230 -4.2698
H 4.0272 4.3169 -3.6754
H 4.9539 4.2462 -0.1388
H -3.0958 1.5060 1.1781
C 2.1445 3.6565 -3.3580

Computed properties:
HOMO energy: -0.213 Ha